(1)
Density functional theory data (ωB97M-V with the def2-TZVPD basis set) for a single C4H7NS molecule in a non-equilibrium geometry.

Each line ends with the natural charge from an NBO analysis.
Geometry (Å):
C 1.28967 2.09757 -0.04884  -0.24
C 0.74809 0.99320 0.01954  -0.02
C 0.41933 -0.39013 0.31915  -0.44
S 1.95302 -1.27915 -0.00068  -0.01
C -0.84986 -0.91161 -0.33208  -0.21
N -2.01047 -0.23638 0.00043  -0.83
H 1.65775 3.11286 -0.22403  0.25
H 0.33544 -0.58088 1.39786  0.24
H 2.57766 -0.23746 -0.51183  0.14
H -0.65346 -0.77567 -1.39246  0.19
H -1.10643 -1.97365 -0.15570  0.21
H -2.04887 0.78892 0.01986  0.37
H -2.31188 -0.60763 0.90878  0.35

Forces on the atoms, in the same order (eV/Å):
-1.3838 -1.5028 -0.3656
1.1457 3.0353 0.5807
0.2004 -0.4407 1.4633
0.4635 -1.3508 -0.4395
1.4180 -0.6120 -2.0164
-2.6746 0.9583 1.9306
-0.3196 -1.0323 0.2293
-0.3278 0.7762 0.0022
0.3701 0.1861 -0.2932
-0.0998 -0.3962 -0.4695
0.9735 0.3367 -0.0293
0.5103 -0.6946 -0.1250
-0.2759 0.7369 -0.4678

Values from the calculation:
Energy, Ha: -609.4559
Lowest unoccupied orbital energy, eV: 0.83
Strongest force on any atom, hartree/bohr: 0.0668
E_HOMO, eV: -8.9890
Energy relative to the best compared isomer or geometry (same formula, charge and spin), kcal/mol: 64.36
SMILES: C#C[C@H](S)CN
Net charge: 0

***

(2)
Density functional theory data (ωB97M-V with the def2-TZVPD basis set) for a single C3H5NS3 molecule in a non-equilibrium geometry.

Each line ends with the natural charge from an NBO analysis.
Geometry (Å):
N -2.76218 -0.20765 0.06567  -0.99
S -1.57832 -1.35471 0.34177  0.28
C 0.14363 -0.83650 -0.81205  -0.61
S 0.51446 0.85436 -0.55388  0.27
C 1.73519 0.54225 0.74372  -0.36
C 2.38044 -0.62418 0.61685  -0.40
S 1.54412 -1.78674 -0.34323  0.35
H -2.40100 0.73316 0.07556  0.38
H -3.41831 -0.32466 -0.70363  0.37
H -0.10368 -0.97792 -1.76217  0.21
H 1.89354 1.42126 1.37447  0.24
H 3.24222 -0.78797 1.19458  0.25

Forces on the atoms, in the same order (eV/Å):
-0.0286 0.2699 -0.3863
1.6384 -0.1341 -0.7229
-0.9172 0.6516 4.7054
0.2567 0.5101 0.9545
-0.4529 0.8540 -1.3149
-1.9952 1.8031 0.5821
0.7678 -1.5988 -0.5736
-0.0419 0.3132 0.3000
0.5123 -0.2886 0.0333
-1.1093 -0.8601 -3.9598
0.5064 -0.5985 -0.1779
0.8636 -0.9218 0.5601

Values from the calculation:
Energy, Ha: -1366.5585
Lowest unoccupied orbital energy, eV: 0.65
Strongest force on any atom, hartree/bohr: 0.0941
E_HOMO, eV: -7.7216
Energy relative to the best compared isomer or geometry (same formula, charge and spin), kcal/mol: 34.80
SMILES: NSC1SC=CS1
Net charge: 0

***

(3)
Density functional theory data (ωB97M-V with the def2-TZVPD basis set) for a molecular structure, C6H3Cl2NO3SY2 in a non-equilibrium geometry.

Each line ends with the natural charge from an NBO analysis.
Geometry (Å):
Y -1.49145 -0.41432 -3.41850  2.15
Y 0.12654 -0.41240 0.23687  2.13
Cl -1.25110 -2.11375 -1.32012  -0.56
Cl -1.09254 1.29489 -1.37092  -0.55
C 1.24928 1.66410 1.01801  0.38
C -0.15064 -2.08120 -4.23469  0.33
C -0.03880 0.75890 -4.69625  0.32
O 1.70445 2.69653 1.23094  -0.20
O 0.45036 -3.01225 -4.58474  -0.15
O 0.63547 1.42907 -5.37482  -0.13
S -2.83327 -2.16332 3.36931  0.78
C -1.13598 -2.44679 3.75379  -0.33
C -0.31144 -1.79652 2.88271  -0.09
N -1.02797 -0.98006 1.95895  -0.78
C -2.40089 -1.11979 2.11764  -0.15
H -0.82708 -3.10694 4.56000  0.33
H 0.77960 -1.82797 2.83700  0.25
H -3.08885 -0.63375 1.42821  0.27

Forces on the atoms, in the same order (eV/Å):
-3.9978 0.1471 3.4768
-0.4106 -0.7572 0.2501
0.3397 0.6483 -0.9043
0.1901 -0.5333 -0.7854
2.3854 5.1828 1.1064
4.7307 -7.0899 -2.8813
5.9994 5.7920 -5.8441
-1.8900 -4.3309 -0.7770
-3.1903 5.0519 1.8497
-3.9414 -3.9945 4.0085
1.3801 0.5400 -0.1915
-0.1140 0.1490 -0.7441
-1.4265 0.4494 -0.0737
-1.4260 -0.8819 0.4920
1.8519 -0.3748 0.3017
-0.2187 0.0776 -0.0602
-0.2310 -0.0128 0.3460
-0.0310 -0.0627 0.4304

Values from the calculation:
Energy, Ha: -1904.5689
Lowest unoccupied orbital energy, eV: -16.86
Strongest force on any atom, hartree/bohr: 0.1980
E_HOMO, eV: -22.4982
Net charge: +4

***

(4)
Density functional theory data (ωB97M-V with the def2-TZVPD basis set) for a single C8H16N2Si molecule in a non-equilibrium geometry.

Each line ends with the natural charge from an NBO analysis.
Geometry (Å):
C 2.87964 1.80612 0.02514  -0.25
C 3.83938 0.75873 0.13681  0.06
C 1.03062 0.52718 -0.76389  -0.02
C -2.25345 1.18379 -1.19145  -0.61
C -3.03878 -0.83192 0.04596  -0.61
C -1.74307 0.93030 1.23148  -0.61
C 4.42272 -1.51661 0.00418  -0.42
C -1.90134 0.18113 -0.09276  -0.41
N 1.70162 1.41136 -0.33548  -0.25
N 3.49745 -0.43951 -0.13033  -0.48
Si -0.27370 -0.75299 -0.52789  1.09
H 3.07346 2.83862 0.24212  0.21
H 4.84378 1.05051 0.46580  0.16
H -3.21742 1.65052 -0.98931  0.21
H -1.50109 1.96671 -1.24975  0.21
H -2.31213 0.69623 -2.16191  0.21
H -3.23163 -1.32865 -0.90235  0.21
H -3.95862 -0.33897 0.36662  0.21
H -2.79230 -1.59324 0.78436  0.21
H -2.66682 1.44929 1.48795  0.21
H -1.50575 0.24332 2.04112  0.21
H -0.94647 1.66858 1.16698  0.21
H 4.04397 -2.20732 0.76215  0.20
H 4.46827 -2.05927 -0.94266  0.20
H 5.43652 -1.19723 0.28741  0.16
H 0.05948 -1.68493 0.55289  -0.15
H -0.42908 -1.45209 -1.80824  -0.16

Forces on the atoms, in the same order (eV/Å):
0.5487 0.9469 0.4556
0.1206 -0.3414 -0.0528
0.1081 0.3210 0.2941
0.2449 -0.1573 -0.0258
0.2893 -0.1647 -0.0752
0.2517 -0.1613 -0.1114
0.3123 -0.1588 0.0252
0.1347 0.0260 -0.0009
-0.8278 -0.6343 -0.6876
-0.3641 0.1975 0.0117
-0.8975 0.5101 0.0856
0.0066 0.1198 0.0618
-0.0010 -0.1551 -0.0505
-0.1073 0.0565 0.0614
0.0584 0.1669 -0.0803
-0.0519 -0.0101 -0.1819
-0.1015 -0.1138 -0.1058
-0.0254 0.0783 -0.0080
-0.0654 -0.1254 0.1042
-0.1152 0.0469 -0.0027
0.0247 -0.0389 0.1694
0.0867 0.1236 0.0724
0.1168 -0.0831 -0.0351
0.1112 -0.0831 0.0729
-0.0328 -0.0640 -0.0237
0.1800 -0.1283 0.1201
-0.0049 -0.1739 -0.0924

Values from the calculation:
Energy, Ha: -713.3344
Lowest unoccupied orbital energy, eV: 0.61
Strongest force on any atom, hartree/bohr: 0.0243
E_HOMO, eV: -7.3168
Energy relative to the best compared isomer or geometry (same formula, charge and spin), kcal/mol: 88.72
Net charge: 0

***

Look up the lowest unoccupied orbital energy of the third one. -16.86 eV